Record 1
C6H18NOSi | ωB97M-V/def2-TZVPD

```
! RIJCOSX wB97M-V def2-TZVPD def2/J DEFGRID3
* xyz 1 1
C 2.149 -2.439 -1.548
C 1.306 -1.138 -1.499
C 0.674 -0.920 -0.146
Si -0.290 0.770 0.108
C 0.101 2.006 -1.291
C -2.031 -0.133 0.139
N -2.273 -0.874 1.402
O -0.346 1.210 1.703
C 0.199 2.375 2.334
H 1.563 -3.088 -0.916
H 2.223 -2.787 -2.553
H 3.091 -2.376 -1.055
H 1.773 -0.182 -1.679
H 0.673 -1.390 -2.278
H 1.358 -0.991 0.611
H -0.045 -1.749 0.020
H 0.287 3.043 -1.209
H 0.973 1.597 -1.759
H -0.791 1.936 -1.827
H -2.069 -0.736 -0.705
H -2.813 0.564 -0.049
H -1.976 -0.094 2.062
H -1.439 -1.542 1.392
H -3.125 -1.447 1.380
H -0.612 3.007 2.663
H 0.599 3.045 1.519
H 0.841 2.333 3.179
*
```

The calculation puts the relative energy (zero: lowest compared OMol25 entry of this formula, charge and spin) at 282.7 kJ/mol. As for the SMILES: CCC[Si@@](C)(C[NH3+])OC. The value obtained for the HOMO-LUMO gap is 0.370 hartree. Its HOMO energy is -13.3 eV. The value obtained for the total energy is -658.63405 a.u. For the LUMO energy, the calculation gives -3.2 eV.

***

Record 2
C28H47AsF6N3O8S4 | ωB97M-V/def2-TZVPD

```
! RIJCOSX wB97M-V def2-TZVPD def2/J DEFGRID3
* xyz -1 1
As 0.049 0.425 0.253
F -0.080 1.182 -1.355
F 0.024 2.068 0.911
F 0.113 -0.324 1.872
F 0.168 -1.245 -0.395
F 1.788 0.522 0.195
F -1.709 0.360 0.447
C 0.788 -0.048 -4.297
C 2.145 -0.651 -4.022
C 2.695 -1.178 -5.335
S 1.262 -1.810 -6.320
O 1.207 -3.256 -6.134
O 1.252 -1.217 -7.652
C 0.053 -0.958 -5.246
H 0.820 0.935 -4.770
H 0.166 0.074 -3.410
H 1.945 -1.503 -3.371
H 2.743 0.086 -3.489
H 3.487 -1.900 -5.144
H 3.137 -0.369 -5.919
H -0.401 -1.827 -4.756
H -0.829 -0.583 -5.765
C -1.281 5.158 -3.819
C -1.805 4.208 -2.699
C -1.686 2.765 -3.270
S -2.026 2.900 -5.032
O -3.441 2.831 -5.296
O -1.056 2.029 -5.713
C -1.634 4.658 -5.231
H -0.239 5.470 -3.739
H -1.690 6.164 -3.683
H -2.848 4.361 -2.427
H -1.196 4.230 -1.797
H -2.228 1.859 -2.996
H -0.655 2.411 -3.239
H -2.396 5.142 -5.836
H -0.765 4.588 -5.890
C -1.830 -6.658 0.872
C -0.920 -5.454 0.480
C -1.360 -4.255 1.294
S -3.132 -4.600 1.746
O -3.984 -3.598 1.086
O -3.204 -4.762 3.181
C -3.338 -6.251 0.853
H -1.644 -6.957 1.903
H -1.650 -7.451 0.146
H -0.916 -5.197 -0.580
H 0.138 -5.669 0.640
H -1.349 -3.381 0.646
H -0.981 -4.025 2.288
H -3.716 -6.039 -0.145
H -4.091 -6.767 1.443
C -1.713 -0.322 4.972
C -3.209 -0.160 5.249
C -3.321 0.802 6.487
S -1.914 0.442 7.577
O -2.186 -0.657 8.449
O -1.552 1.748 8.116
C -0.909 -0.184 6.192
H -1.498 0.406 4.180
H -1.380 -1.132 4.316
H -3.623 -1.124 5.560
H -3.866 0.226 4.473
H -4.195 0.796 7.137
H -3.240 1.799 6.054
H -0.403 -1.080 6.544
H -0.235 0.617 5.883
N 2.590 -5.010 -2.664
C 3.652 -5.044 -1.775
C 3.550 -3.991 -0.946
C 2.435 -3.267 -1.330
C 1.746 -3.961 -2.341
H 2.552 -5.481 -3.552
H 4.380 -5.829 -1.914
H 4.264 -3.673 -0.202
H 2.138 -2.362 -0.823
H 0.856 -3.689 -2.883
N 0.326 2.687 4.011
C 1.522 2.262 4.521
C 1.742 2.985 5.706
C 0.673 3.870 5.806
C -0.143 3.721 4.735
H -0.014 2.359 3.120
H 2.049 1.475 4.006
H 2.529 2.903 6.437
H 0.570 4.617 6.580
H -1.075 4.189 4.461
N 2.817 3.243 -0.431
C 2.503 4.219 0.464
C 3.340 5.307 0.316
C 4.197 4.958 -0.784
C 3.898 3.668 -1.160
H 2.340 2.376 -0.622
H 1.609 4.006 1.032
H 3.284 6.288 0.756
H 4.785 5.632 -1.388
H 4.238 2.872 -1.806
*
```

The calculation puts the relative energy (zero: lowest compared OMol25 entry of this formula, charge and spin) at 0.0 kJ/mol. The value obtained for the HOMO-LUMO gap is 0.304 hartree. Its HOMO energy is -6.1 eV. The value obtained for the total energy is -6289.12332 a.u. For the LUMO energy, the calculation gives 2.2 eV.

***

Record 3
C2H6N2O | ωB97M-V/def2-TZVPD

```
! RIJCOSX wB97M-V def2-TZVPD def2/J DEFGRID3
* xyz 1 2
C 2.201 -0.595 0.320
N 1.395 0.404 0.280
H 2.454 -1.058 -0.636
H 2.727 -1.051 1.161
H 1.300 0.980 1.232
C -2.083 -0.061 0.067
N -1.336 0.557 -0.808
O -1.612 -0.613 1.087
H -3.040 -0.270 -0.369
H -0.333 0.791 -0.640
H -1.673 0.916 -1.695
*
```

The calculation puts the relative energy (zero: lowest compared OMol25 entry of this formula, charge and spin) at 176.2 kJ/mol. The expectation value of S² is 0.76. The value obtained for the HOMO-LUMO gap (spin up / spin down) is 0.363 / 0.190 hartree. Its HOMO energy (spin up / spin down) is -14.6 / -14.6 eV. The value obtained for the total energy is -264.17197 a.u. For the LUMO energy (spin up / spin down), the calculation gives -4.7 / -9.4 eV.